# 1
Molecular formula: C4H9NO2
Method: DFT, ωB97M-V with the def2-TZVPD basis set

Results
- Lowest unoccupied orbital energy: 0.026 Eh
- Relative energy (zero: lowest compared OMol25 entry of this formula, charge and spin): 77.9 kJ/mol
- Orbital gap: 0.3909 Eh
- SMILES: C[C@@H](CO)NC=O
- Net charge: 0

Last column: Löwdin charge in e.
Geometry (Å):
1 O -1.99 1.05 -0.50  -0.066
2 O -1.93 -0.75 1.50  0.010
3 N 0.32 -0.50 1.05  0.061
4 C -0.87 0.38 -0.98  -0.252
5 C 0.37 0.45 -0.07  -0.337
6 C -0.75 -0.96 1.73  -0.324
7 C 1.64 0.16 -0.86  -0.062
8 H -0.44 -1.62 2.57  0.135
9 H 1.22 -0.75 1.44  0.128
10 H -2.29 0.52 0.27  0.051
11 H 0.41 1.47 0.34  0.151
12 H 1.81 0.93 -1.62  0.083
13 H -0.59 0.87 -1.92  0.123
14 H 1.57 -0.81 -1.36  0.089
15 H 2.53 0.14 -0.21  0.077
16 H -1.07 -0.68 -1.21  0.133



# 2
Molecular formula: C24H50F5IO7S
Method: DFT, ωB97M-V with the def2-TZVPD basis set

Results
- Lowest unoccupied orbital energy: 0.014 Eh
- Orbital gap: 0.3550 Eh
- SMILES: O=S1(=O)CC[C@@](CCCI)(CCCC(F)(F)C(F)(F)F)CO1.CC(C)O.CC(C)O.CC(C)O.CC(C)O
- Net charge: 0

Last column: Löwdin charge in e.
Geometry (Å):
1 I 2.51 2.02 -0.62  0.791
2 S -1.67 -3.94 2.08  0.628
3 F -4.40 -1.46 -0.34  0.167
4 F -5.20 0.07 -1.66  0.168
5 F -2.30 0.57 0.22  0.118
6 F -3.13 1.57 -1.56  0.113
7 F -4.90 0.52 0.45  0.153
8 O 4.58 2.08 2.18  -0.113
9 O 4.65 5.96 4.41  -0.063
10 O -0.43 -3.06 2.54  -0.201
11 O -6.85 -2.51 -1.94  -0.059
12 O -1.76 -5.05 2.98  -0.261
13 O -0.94 -1.21 -4.68  -0.065
14 O -2.82 -3.09 1.91  -0.270
15 C -1.58 -0.94 -5.93  -0.493
16 C -0.18 -1.96 1.64  -0.133
17 C 0.24 -3.92 0.06  -0.137
18 C 5.56 6.88 3.79  -0.504
19 C 0.49 -2.42 0.31  -0.398
20 C 2.33 0.30 0.63  -0.641
21 C 2.66 -0.98 -0.16  -0.310
22 C -2.18 -0.56 -1.87  -0.070
23 C 5.64 2.03 3.14  -0.486
24 C 5.11 2.35 4.53  -0.054
25 C -7.78 -3.44 -1.40  -0.499
26 C -0.85 0.17 -6.68  -0.059
27 C 6.76 2.97 2.74  -0.051
28 C -1.55 -1.77 -1.16  -0.157
29 C -7.15 -4.21 -0.25  -0.060
30 C 2.03 -2.24 0.44  -0.137
31 C -1.68 -2.21 -6.76  -0.060
32 C 4.94 7.46 2.52  -0.059
33 C -4.38 -0.15 -0.62  -0.522
34 C 5.97 7.97 4.77  -0.061
35 C -0.07 -1.54 -0.83  -0.131
36 C -2.96 0.36 -0.96  -0.422
37 C -9.05 -2.72 -0.95  -0.063
38 C -1.11 -4.50 0.49  -0.187
39 H 3.74 -1.10 -0.10  0.112
40 H -1.35 0.41 -7.61  0.081
41 H -1.64 -2.63 -1.83  0.122
42 H 2.44 -0.87 -1.21  0.069
43 H 1.01 -4.48 0.59  0.121
44 H -0.79 1.07 -6.07  0.080
45 H -9.49 -2.17 -1.79  0.078
46 H 0.51 -1.31 2.17  0.125
47 H 5.64 8.13 2.02  0.081
48 H -6.24 -4.72 -0.58  0.077
49 H -2.21 -2.99 -6.21  0.079
50 H 1.32 0.32 1.00  0.022
51 H -8.82 -2.00 -0.16  0.082
52 H -2.12 -2.01 -0.26  0.081
53 H 7.59 2.92 3.44  0.083
54 H 4.66 6.67 1.83  0.076
55 H 3.03 0.44 1.44  0.025
56 H 6.69 8.65 4.32  0.080
57 H -8.01 -4.12 -2.21  0.136
58 H -0.68 -2.59 -7.00  0.081
59 H 5.89 2.29 5.28  0.082
60 H 4.23 2.98 2.19  0.073
61 H 0.51 -1.74 -1.73  0.126
62 H 4.04 8.02 2.77  0.082
63 H 4.30 1.67 4.81  0.079
64 H -1.05 -5.59 0.58  0.107
65 H -7.84 -4.96 0.15  0.078
66 H 6.00 1.00 3.12  0.136
67 H -1.09 -1.39 1.46  0.114
68 H -0.04 -1.51 -4.87  0.088
69 H -2.20 -2.03 -7.70  0.081
70 H 2.32 -2.31 1.49  0.128
71 H 3.86 6.45 4.66  0.089
72 H 2.51 -3.09 -0.06  0.115
73 H 6.41 7.53 5.66  0.080
74 H 6.43 6.29 3.52  0.126
75 H -6.87 -3.53 0.56  0.082
76 H 6.39 4.00 2.71  0.064
77 H -9.79 -3.43 -0.57  0.078
78 H -1.91 -4.28 -0.22  0.094
79 H 4.70 3.37 4.54  0.064
80 H -2.58 -0.60 -5.67  0.138
81 H 0.17 -0.14 -6.91  0.081
82 H -1.40 0.04 -2.34  0.128
83 H 7.12 2.73 1.74  0.081
84 H 5.09 8.55 5.08  0.082
85 H 0.37 -4.12 -1.01  0.132
86 H -6.61 -1.87 -1.25  0.052
87 H -2.83 -0.90 -2.67  0.129
88 H 0.05 -0.49 -0.55  0.106



# 3
Molecular formula: C2H18NO5
Method: DFT, ωB97M-V with the def2-TZVPD basis set

Results
- Lowest unoccupied orbital energy: -0.103 Eh
- Relative energy (zero: lowest compared OMol25 entry of this formula, charge and spin): 80.3 kJ/mol
- Orbital gap: 0.4170 Eh
- Net charge: +1

Last column: Löwdin charge in e.
Geometry (Å):
1 O -1.42 0.30 -1.27  -0.047
2 O -2.25 1.47 2.85  -0.070
3 O -0.36 -2.70 -2.15  -0.051
4 O -2.27 2.65 0.26  -0.054
5 O 2.90 -0.64 -2.19  -0.049
6 N 0.50 -1.13 0.30  0.172
7 C 2.58 -0.19 1.49  -0.072
8 C 1.08 -0.21 1.36  -0.178
9 H 2.69 -0.37 -3.08  0.048
10 H -0.13 -0.57 -0.31  0.089
11 H -0.02 -1.94 0.64  0.163
12 H -2.19 3.43 0.82  0.065
13 H 0.75 0.80 1.15  0.124
14 H -3.00 2.76 -0.36  0.063
15 H -2.81 2.21 3.08  0.040
16 H 3.35 0.10 -1.78  0.031
17 H 2.95 -1.21 1.46  0.085
18 H 0.55 -0.55 2.24  0.129
19 H 3.17 0.29 0.70  0.072
20 H 1.11 -1.54 -0.42  0.131
21 H -2.31 0.07 -1.54  0.075
22 H 2.93 0.37 2.35  0.093
23 H -1.55 1.22 -0.97  0.024
24 H -0.03 -1.96 -2.69  0.040
25 H 0.19 -3.42 -2.50  0.057
26 H -2.73 1.12 2.09  0.019



# 4
Molecular formula: C7H11NO2S
Method: DFT, ωB97M-V with the def2-TZVPD basis set

Results
- Lowest unoccupied orbital energy (spin up / spin down): -0.080 / -0.058 Eh
- Relative energy (zero: lowest compared OMol25 entry of this formula, charge and spin): 390.2 kJ/mol
- Orbital gap (spin up / spin down): 0.2469 / 0.3026 Eh
- Net charge: 0

Last column: Löwdin charge in e.
Geometry (Å):
1 S 2.86 0.77 -0.47  0.966
2 O 3.73 1.61 0.33  -0.506
3 O -0.12 -2.42 -0.06  0.051
4 N 0.31 -0.24 0.20  0.158
5 C 0.66 -1.48 0.08  -0.565
6 C 3.12 -0.85 0.14  -0.337
7 C -1.94 0.01 0.96  -0.068
8 C -0.89 0.48 -0.09  -0.627
9 C -0.68 2.00 0.07  -0.024
10 C 2.16 -1.76 0.25  -0.043
11 C -1.59 0.00 -1.42  -0.036
12 H 2.22 -2.89 0.50  0.148
13 H -1.18 0.61 -2.21  0.053
14 H -1.34 -0.14 1.95  0.122
15 H -2.59 -0.89 0.74  0.095
16 H 0.09 2.22 -0.77  0.104
17 H -1.66 2.37 0.10  0.058
18 H -0.32 2.02 1.09  0.081
19 H 4.08 -1.25 0.35  0.071
20 H -2.73 0.81 0.99  0.086
21 H -1.42 -1.14 -1.39  0.095
22 H -2.76 0.16 -1.35  0.116



# 5
Molecular formula: C18H21ClN2O5
Method: DFT, ωB97M-V with the def2-TZVPD basis set

Results
- Lowest unoccupied orbital energy: 0.022 Eh
- Relative energy (zero: lowest compared OMol25 entry of this formula, charge and spin): 280.6 kJ/mol
- Orbital gap: 0.3339 Eh
- SMILES: COc1ccc(OCc2cc(C(=O)N3C[C@@H](C)O[C@@H](C)C3)no2)c(Cl)c1
- Net charge: 0

Last column: Löwdin charge in e.
Geometry (Å):
1 Cl -1.27 4.05 -2.81  0.739
2 O -0.11 1.76 -4.12  -0.063
3 O -0.96 -4.00 -0.83  0.085
4 O -1.72 -0.14 -2.76  0.043
5 O 2.16 2.86 0.81  -0.090
6 O -0.90 -1.29 2.97  -0.075
7 N -1.86 -0.96 -1.69  0.146
8 N -0.14 -2.37 0.51  -0.029
9 C -0.61 -0.48 -3.43  -0.247
10 C -0.17 0.42 -4.55  -0.096
11 C 1.54 1.28 -2.39  -0.008
12 C -0.68 0.96 2.22  -0.019
13 C -1.16 -2.65 2.70  -0.366
14 C 0.12 -0.98 0.81  -0.088
15 C 1.58 2.66 -0.41  -0.292
16 C -0.85 -1.79 -1.70  -0.201
17 C -1.12 -3.41 4.01  -0.028
18 C -0.14 -3.20 1.69  -0.079
19 C -0.01 -1.54 -2.81  0.062
20 C -0.68 -2.83 -0.64  -0.405
21 C 0.49 2.02 -2.92  -0.303
22 C 0.01 3.10 -2.17  -0.576
23 C 0.55 3.42 -0.94  -0.041
24 C 2.08 1.59 -1.15  -0.001
25 C -0.93 -0.48 1.81  -0.363
26 C 1.72 3.96 1.58  -0.084
27 H 0.86 -3.18 2.14  0.140
28 H 1.96 0.46 -2.95  0.117
29 H -2.16 -2.73 2.24  0.159
30 H -1.85 -2.99 4.70  0.082
31 H 2.33 3.93 2.48  0.096
32 H 0.32 1.06 2.63  0.085
33 H -1.92 -0.57 1.33  0.155
34 H -0.78 1.61 1.35  0.077
35 H 0.79 0.07 -4.94  0.137
36 H 2.89 1.01 -0.75  0.123
37 H 0.14 4.27 -0.41  0.104
38 H -1.40 1.26 2.97  0.086
39 H 0.67 3.86 1.86  0.089
40 H -1.34 -4.46 3.85  0.084
41 H -0.91 0.42 -5.36  0.145
42 H 0.11 -0.37 -0.09  0.115
43 H -0.13 -3.32 4.46  0.084
44 H 1.88 4.90 1.06  0.098
45 H 1.11 -0.91 1.28  0.144
46 H -0.39 -4.22 1.40  0.131
47 H 0.88 -2.06 -3.08  0.126



# 6
Molecular formula: C4H13N2O
Method: DFT, ωB97M-V with the def2-TZVPD basis set

Results
- Lowest unoccupied orbital energy: -0.114 Eh
- Relative energy (zero: lowest compared OMol25 entry of this formula, charge and spin): 209.3 kJ/mol
- Orbital gap: 0.3742 Eh
- SMILES: [NH3+]CCNCCO
- Net charge: +1

Last column: Löwdin charge in e.
Geometry (Å):
1 O 0.42 0.03 -2.13  -0.089
2 N -1.00 0.34 0.28  -0.101
3 N 1.54 0.92 0.29  0.187
4 C -0.43 0.33 1.64  -0.196
5 C -1.02 -0.93 -0.47  -0.203
6 C 1.08 0.18 1.51  -0.130
7 C -0.80 -0.75 -1.92  -0.173
8 H -1.94 0.73 0.35  0.122
9 H -1.62 -0.28 -2.45  0.130
10 H -0.50 -1.69 -2.36  0.125
11 H 0.99 0.58 -0.52  0.096
12 H 1.23 -0.88 1.39  0.121
13 H -0.88 -0.50 2.23  0.136
14 H -0.28 -1.65 -0.05  0.125
15 H 1.47 0.56 2.46  0.140
16 H 1.73 1.91 0.43  0.177
17 H 2.48 0.55 0.06  0.175
18 H -0.81 1.27 2.04  0.123
19 H -1.89 -1.48 -0.07  0.137
20 H 0.25 0.76 -2.70  0.096



# 7
Molecular formula: C21H21ClN2O2S
Method: DFT, ωB97M-V with the def2-TZVPD basis set

Results
- Lowest unoccupied orbital energy: 0.018 Eh
- Relative energy (zero: lowest compared OMol25 entry of this formula, charge and spin): 0.0 kJ/mol
- Orbital gap: 0.3016 Eh
- SMILES: O=C(Cn1cc(SCc2ccccc2Cl)c2ccccc21)N1CCOCC1
- Net charge: 0

Last column: Löwdin charge in e.
Geometry (Å):
1 Cl -2.28 -0.83 -0.02  0.751
2 S -2.38 2.18 2.83  0.922
3 O 0.77 -0.84 -0.94  0.050
4 O -0.44 -0.96 -5.44  -0.127
5 N 0.30 1.66 -0.02  -0.043
6 N 0.94 -0.23 -3.10  -0.055
7 C -0.35 -1.86 -4.36  -0.174
8 C -0.57 -1.77 4.01  -0.083
9 C -2.16 -0.54 2.68  -0.332
10 C 0.93 -1.61 -3.54  -0.104
11 C 2.96 0.67 2.34  -0.090
12 C -0.57 -2.04 1.63  -0.097
13 C 0.64 1.52 -1.40  -0.036
14 C 1.09 1.34 1.05  -0.173
15 C 2.21 0.83 3.51  -0.095
16 C 0.84 0.69 -4.21  -0.119
17 C 2.41 0.92 1.10  -0.014
18 C 0.77 0.04 -1.78  -0.423
19 C 0.33 1.50 2.23  -0.177
20 C -0.94 2.00 0.45  -0.101
21 C -1.61 -0.88 3.91  -0.060
22 C -0.44 0.37 -5.00  -0.186
23 C -1.63 -1.15 1.55  -0.586
24 C -0.97 1.92 1.81  -0.516
25 C -0.04 -2.35 2.87  -0.071
26 C 0.90 1.25 3.48  -0.037
27 C -3.19 0.53 2.59  -0.408
28 H 0.33 1.39 4.38  0.108
29 H 3.00 0.79 0.20  0.108
30 H -0.16 -2.01 4.98  0.105
31 H -3.92 0.46 3.40  0.078
32 H 1.60 2.02 -1.60  0.144
33 H -3.70 0.55 1.63  0.044
34 H 1.71 0.52 -4.86  0.135
35 H -1.31 0.56 -4.37  0.130
36 H -0.16 -2.46 0.73  0.094
37 H -1.22 -1.75 -3.70  0.131
38 H -0.50 0.99 -5.90  0.128
39 H 0.95 -2.26 -2.67  0.126
40 H 0.80 -3.03 2.94  0.106
41 H 2.68 0.62 4.47  0.098
42 H -0.15 2.00 -1.99  0.130
43 H -1.73 2.27 -0.22  0.126
44 H -2.02 -0.41 4.80  0.118
45 H 3.98 0.33 2.41  0.098
46 H 1.81 -1.79 -4.17  0.134
47 H -0.34 -2.86 -4.79  0.129
48 H 0.84 1.72 -3.88  0.115



# 8
Molecular formula: C31H60N3O5
Method: DFT, ωB97M-V with the def2-TZVPD basis set

Results
- Lowest unoccupied orbital energy: -0.149 Eh
- Relative energy (zero: lowest compared OMol25 entry of this formula, charge and spin): 1239.7 kJ/mol
- Orbital gap: 0.2368 Eh
- Net charge: +1

Last column: Löwdin charge in e.
Geometry (Å):
1 O 1.86 -1.51 -4.77  0.038
2 O 6.06 -0.16 -5.90  0.033
3 O 7.26 2.05 1.49  0.018
4 O -2.32 -0.45 -3.56  0.019
5 O 3.06 -0.28 0.70  0.024
6 N -3.75 3.22 5.26  0.040
7 N -10.06 -1.81 2.13  -0.075
8 N -3.31 2.02 2.94  0.097
9 C -3.67 -1.95 -4.85  -0.029
10 C -6.27 0.56 3.11  -0.076
11 C 8.03 2.52 2.33  -0.460
12 C -0.30 0.13 -0.28  -0.197
13 C 6.63 0.90 -6.16  -0.478
14 C -5.24 0.34 1.82  0.065
15 C 7.86 1.34 -5.42  -0.024
16 C -0.66 -1.43 -0.64  -0.197
17 C -2.58 -2.85 2.54  -0.269
18 C 7.52 3.28 3.52  -0.016
19 C -3.76 1.10 1.79  -0.056
20 C 3.32 0.95 2.73  -0.019
21 C 6.12 1.80 -7.25  -0.023
22 C -10.07 -0.35 1.70  -0.270
23 C -4.24 2.29 4.14  -0.118
24 C -0.58 -2.45 0.66  -0.198
25 C -2.37 -1.32 -4.43  -0.488
26 C -8.98 0.59 2.56  -0.181
27 C -1.23 0.76 0.93  -0.209
28 C 2.12 -0.29 -2.73  -0.028
29 C 9.52 2.35 2.21  -0.017
30 C 2.63 -1.05 -3.93  -0.460
31 C 4.12 -1.22 -4.05  -0.027
32 C -7.69 -0.26 3.09  -0.192
33 C -2.82 0.76 0.47  -0.132
34 C 3.83 0.18 1.54  -0.470
35 C -1.12 -1.81 -5.12  -0.022
36 C 5.32 0.01 1.42  -0.021
37 C -1.46 -2.84 3.74  -0.148
38 C -2.00 -3.18 1.05  -0.215
39 C -5.75 1.58 4.29  0.074
40 H -0.45 -3.28 3.33  0.080
41 H 6.42 3.32 3.48  0.079
42 H 6.88 1.92 -8.03  0.088
43 H -1.76 -3.42 4.71  0.078
44 H -9.80 -0.33 0.56  0.116
45 H -2.85 -2.86 0.28  0.103
46 H -0.98 -2.87 -4.94  0.095
47 H 7.91 4.30 3.51  0.090
48 H -3.35 -3.72 2.81  0.111
49 H 8.11 0.59 -4.66  0.086
50 H 5.55 -0.56 0.51  0.091
51 H -3.85 -1.76 -5.91  0.088
52 H -1.88 -4.36 0.92  0.123
53 H -3.14 -0.33 0.12  0.115
54 H -2.35 2.47 2.91  0.143
55 H -2.70 3.13 5.33  0.093
56 H 4.35 -1.79 -4.96  0.083
57 H 0.08 -1.75 -1.51  0.110
58 H -7.94 -0.63 4.18  0.130
59 H 4.50 -1.77 -3.19  0.091
60 H 8.70 1.43 -6.11  0.088
61 H -0.25 -1.27 -4.72  0.048
62 H -0.07 -1.86 1.53  0.095
63 H -6.41 1.79 5.23  0.118
64 H -10.13 -1.92 3.17  0.070
65 H -8.72 1.56 1.95  0.121
66 H 0.17 -3.32 0.34  0.122
67 H -4.05 4.20 5.10  0.100
68 H 0.84 0.18 0.04  0.098
69 H 1.02 -0.24 -2.78  0.054
70 H 3.71 1.97 2.72  0.084
71 H 5.23 1.36 -7.71  0.087
72 H -3.65 -3.02 -4.65  0.086
73 H 7.67 2.29 -4.92  0.086
74 H 4.60 -0.24 -4.12  0.071
75 H -11.19 0.02 1.84  0.119
76 H 10.00 3.32 2.13  0.090
77 H 5.85 2.78 -6.83  0.086
78 H -9.59 0.92 3.54  0.119
79 H 9.75 1.78 1.30  0.088
80 H -1.11 0.10 1.92  0.107
81 H 5.80 0.99 1.35  0.043
82 H -5.53 -0.38 0.94  0.119
83 H -7.50 -1.22 2.41  0.127
84 H -4.49 -1.50 -4.27  0.079
85 H 5.70 -0.54 2.28  0.094
86 H -3.04 1.49 -0.43  0.147
87 H -0.85 1.84 1.23  0.109
88 H 9.90 1.80 3.07  0.090
89 H 3.61 0.44 3.65  0.088
90 H -0.51 0.78 -1.26  0.125
91 H -3.22 -1.85 2.60  0.083
92 H 7.81 2.77 4.44  0.090
93 H -1.18 -1.61 -6.19  0.095
94 H 2.51 0.73 -2.75  0.096
95 H -1.23 -1.69 3.97  0.070
96 H 2.22 0.99 2.69  0.071
97 H 2.41 -0.79 -1.81  0.074
98 H -10.80 -2.37 1.62  0.086
99 H -1.77 -1.54 -1.08  0.091



# 9
Molecular formula: C4H10NO2
Method: DFT, ωB97M-V with the def2-TZVPD basis set

Results
- Lowest unoccupied orbital energy: -0.120 Eh
- Relative energy (zero: lowest compared OMol25 entry of this formula, charge and spin): 190.8 kJ/mol
- Orbital gap: 0.4102 Eh
- SMILES: [NH3+][C@@H](CO)CC=O
- Net charge: +1

Last column: Löwdin charge in e.
Geometry (Å):
1 O 0.31 -1.16 -1.84  0.082
2 O -0.52 -0.19 2.45  -0.045
3 N -1.54 0.17 0.03  0.248
4 C 0.37 -0.42 1.38  -0.189
5 C -0.03 0.67 0.35  -0.199
6 C 0.89 -0.11 -1.95  -0.205
7 C 0.80 0.97 -0.84  -0.106
8 H -1.69 -0.14 -0.92  0.149
9 H 0.55 1.97 -1.26  0.140
10 H -0.27 1.56 0.92  0.151
11 H -2.05 1.02 0.25  0.159
12 H 0.24 -1.42 0.97  0.136
13 H 1.79 1.39 -0.57  0.147
14 H -0.29 -0.60 3.27  0.103
15 H -1.83 -0.49 0.76  0.150
16 H 1.70 0.11 -2.66  0.138
17 H 1.39 -0.23 1.71  0.142



Q: Which formula does entry 6 have?
A: C4H13N2O